# 1
DFT (wB97M-V/def2-TZVPD) results for a 11-piece molecular cluster, C5H32NO11 overall.

Cartesian coordinates (Å):
C1 0.06 0.85 1.78
N1 -1.13 0.22 1.14
C2 -1.45 0.88 -0.18
C3 -2.33 -0.03 -1.03
C4 -1.62 -0.45 -2.37
O1 -0.38 -1.07 -2.16
C5 0.88 -0.16 2.57
H1 0.74 1.35 1.02
H2 -0.39 1.75 2.30
H3 -0.94 -0.75 0.93
H4 -1.90 1.81 0.27
H5 -0.53 1.19 -0.74
H6 -2.51 -0.96 -0.45
H7 -3.34 0.34 -1.25
H8 -2.27 -1.19 -2.92
H9 -1.48 0.45 -3.04
H10 0.95 -1.08 2.03
H11 1.81 0.39 2.88
H12 0.36 -0.26 3.54
H13 -1.30 -3.43 0.64
H14 -2.38 -4.46 1.15
O2 -1.90 -3.66 1.40
H15 1.19 3.84 1.02
H16 0.47 3.77 2.37
O3 1.08 4.32 1.86
H17 0.40 -0.58 -2.55
H18 0.04 -2.30 -1.09
O4 0.05 -2.86 -0.26
H19 -3.03 -1.12 2.72
H20 -2.73 0.37 2.60
O5 -3.41 -0.25 2.89
H21 2.28 -0.16 -2.64
H22 1.72 0.92 -1.12
O6 2.18 1.20 -1.93
H23 -1.14 -2.95 4.29
H24 -1.24 -3.59 2.84
O7 -0.79 -3.66 3.74
H25 2.82 -1.51 -3.28
H26 0.85 -3.01 0.22
O8 2.08 -0.89 -3.33
H27 1.72 4.17 -1.42
H28 1.86 2.69 -1.32
O9 1.38 3.45 -0.87
H29 1.17 1.52 -3.21
H30 0.30 2.70 -3.56
O10 0.44 1.78 -3.84
H31 3.58 0.48 -1.21
H32 3.75 0.15 0.23
O11 4.04 -0.20 -0.63

## Properties
electronic energy	-1092.15939	hartree
energy relative to the best compared isomer or geometry (same formula, charge and spin)	85.0	kJ/mol
lowest unoccupied orbital energy	2.67	eV
maximum force	3.6	eV Å⁻¹
spin multiplicity	1
orbital gap	9.25	eV
charge	-1

Want to see where the charge sits? The Löwdin charges in e are: -0.29 -0.10 -0.20 -0.15 -0.25 -0.12 -0.07 0.09 0.11 0.07 0.12 0.10 0.10 0.11 0.12 0.12 0.05 0.09 0.07 0.02 0.07 -0.07 -0.02 0.00 -0.09 0.07 0.04 -0.07 0.01 0.00 -0.09 -0.02 -0.01 -0.36 0.01 -0.03 -0.12 0.03 0.05 -0.12 0.04 -0.01 -0.11 -0.02 0.02 -0.11 0.00 0.01 -0.12

# 2
DFT (wB97M-V/def2-TZVPD) results for a 2-piece molecular cluster, C26H46Br3FN2O3S2 overall.

Cartesian coordinates (Å):
C1 1.06 -1.20 4.62
C2 0.53 -1.13 3.35
C3 0.78 -0.05 2.30
Br1 1.71 1.35 3.32
C4 -0.62 0.34 1.74
C5 -1.17 1.63 2.35
C6 -1.64 1.51 3.82
C7 -2.99 2.16 4.07
S1 -2.93 3.97 4.01
C8 -0.79 0.47 0.21
C9 -2.26 0.38 -0.32
C10 -3.51 0.13 0.54
C11 -4.46 1.32 0.52
F1 -3.31 -0.22 1.89
C12 0.22 -0.29 -0.73
C13 0.27 0.52 -2.04
C14 -0.94 0.52 -3.01
C15 -0.51 0.77 -4.46
C16 0.09 -0.44 -5.11
O1 -0.64 -1.29 -5.52
O2 1.47 -0.49 -5.25
C17 -0.02 -1.83 -0.89
Br2 -1.34 -2.63 0.36
C18 -0.27 -2.39 -2.31
C19 -1.69 -2.81 -2.69
Br3 0.81 -4.04 -2.47
C20 1.67 -0.15 -0.11
S2 2.93 -1.09 -1.09
C21 2.17 1.31 0.01
C22 3.05 1.90 -1.11
C23 3.04 3.44 -0.96
N1 1.69 -0.75 1.29
C24 3.07 -1.07 1.83
C25 3.45 -2.54 1.67
C26 2.62 -3.59 2.36
N2 4.45 -2.93 0.99
H1 0.78 -0.48 5.38
H2 1.71 -2.01 4.93
H3 -0.14 -1.92 3.02
H4 -1.27 -0.46 2.06
H5 -2.06 1.92 1.80
H6 -0.49 2.47 2.22
H7 -0.92 2.08 4.42
H8 -1.58 0.48 4.19
H9 -3.73 1.84 3.34
H10 -3.38 1.89 5.05
H11 -2.81 4.13 2.68
H12 -0.48 1.50 0.03
H13 -2.26 -0.42 -1.06
H14 -2.45 1.26 -0.93
H15 -4.09 -0.67 0.10
H16 -4.05 2.20 1.02
H17 -5.39 1.03 1.01
H18 -4.71 1.56 -0.51
H19 1.11 0.22 -2.67
H20 0.46 1.57 -1.84
H21 -1.56 1.39 -2.78
H22 -1.60 -0.33 -2.96
H23 0.11 1.66 -4.51
H24 -1.48 0.95 -5.00
H25 1.80 -1.24 -4.74
H26 0.83 -2.39 -0.54
H27 0.14 -1.75 -3.08
H28 -2.44 -2.08 -2.40
H29 -1.71 -2.84 -3.78
H30 -1.91 -3.81 -2.35
H31 2.74 -0.57 -2.30
H32 2.81 1.43 0.88
H33 1.36 2.02 0.14
H34 2.67 1.70 -2.11
H35 4.09 1.61 -0.98
H36 3.79 3.79 -0.25
H37 3.33 3.86 -1.93
H38 2.05 3.84 -0.76
H39 1.28 -1.70 1.25
H40 3.83 -0.41 1.43
H41 3.07 -0.92 2.90
H42 3.26 -4.43 2.60
H43 2.11 -3.23 3.25
H44 1.86 -3.97 1.66
H45 4.93 -2.14 0.55
O3 -3.11 0.63 -5.66
H46 -2.48 -0.06 -5.91

## Properties
electronic energy	-9971.47698	hartree
lowest unoccupied orbital energy	-2.00	eV
maximum force	2.7	eV Å⁻¹
spin multiplicity	1
orbital gap	3.04	eV

Want to see where the charge sits? The Löwdin charges in e are: 0.01 -0.21 -0.59 0.98 -0.27 -0.21 -0.28 -0.55 0.72 -0.20 -0.10 -0.35 -0.03 -0.04 -0.34 -0.13 -0.16 -0.12 -0.50 0.13 0.06 -0.60 0.90 -0.72 -0.18 0.72 -0.52 0.95 -0.21 -0.26 -0.09 -0.02 -0.13 -0.42 -0.02 0.16 0.06 0.07 0.10 0.07 0.09 0.09 0.07 0.11 0.05 0.07 -0.15 0.12 0.07 0.12 0.14 0.07 0.09 0.10 0.07 0.13 0.12 0.09 0.13 0.06 0.09 -0.03 0.04 0.07 0.09 0.05 -0.09 0.07 0.10 0.09 0.10 0.08 0.08 0.08 0.12 0.12 0.09 0.09 0.05 0.09 0.04 -0.55 -0.17

# 3
DFT (wB97M-V/def2-TZVPD) results for one molecule with the formula C5H6O3.

Cartesian coordinates (Å):
C1 -1.22 -1.96 -2.29
C2 -0.86 -1.34 -1.18
C3 -0.49 -0.07 -0.38
O1 0.87 -0.06 -0.66
C4 1.51 0.71 0.29
O2 0.72 1.58 1.01
C5 -0.41 0.77 1.64
O3 -0.58 -0.29 0.90
H1 -1.29 -2.75 -3.27
H2 -1.04 0.74 -0.64
H3 2.27 1.61 -0.24
H4 2.24 -0.10 1.06
H5 -1.31 1.40 1.74
H6 -0.21 0.54 2.85

## Properties
electronic energy	-419.58281	hartree
energy relative to the best compared isomer or geometry (same formula, charge and spin)	673.7	kJ/mol
lowest unoccupied orbital energy	0.70	eV
maximum force	8.1	eV Å⁻¹
spin multiplicity	1
orbital gap	10.47	eV

Want to see where the charge sits? The Löwdin charges in e are: 0.09 0.02 -0.43 -0.04 -0.30 -0.10 -0.20 -0.01 0.11 0.14 0.19 0.20 0.13 0.19

# 4
DFT (wB97M-V/def2-TZVPD) results for C47H40BaGeN12OS as an isolated structure.

Cartesian coordinates (Å):
Ba1 0.30 -0.04 1.59
C1 4.31 2.97 0.25
C2 2.98 2.25 0.28
N1 2.43 1.90 1.45
N2 2.93 2.62 2.47
C3 2.58 2.36 3.78
N3 2.80 3.44 4.53
S1 1.62 1.04 4.30
C4 2.39 1.59 -0.89
C5 2.98 2.03 -2.11
C6 2.47 1.58 -3.30
C7 1.67 0.42 -3.30
C8 1.12 0.02 -2.11
N4 1.50 0.60 -0.94
H1 4.57 3.24 1.33
H2 4.30 3.92 -0.28
H3 4.99 2.27 -0.21
H4 3.21 4.29 4.06
H5 2.78 3.44 5.52
H6 3.79 2.74 -2.08
H7 2.71 2.02 -4.22
H8 1.29 0.02 -4.20
H9 0.43 -0.81 -2.15
C9 -5.70 -1.08 0.58
N5 -4.33 -1.12 1.09
C10 -3.09 -1.12 0.46
N6 -2.12 -1.29 1.34
C11 -2.79 -1.73 2.49
N7 -4.10 -1.55 2.39
C12 -5.88 -0.32 -0.72
C13 -6.82 -0.87 -1.58
C14 -7.15 -0.18 -2.78
C15 -6.57 1.02 -3.09
C16 -5.57 1.54 -2.25
C17 -5.25 0.91 -1.05
C18 -4.78 2.66 -2.75
N8 -4.80 3.06 -3.99
N9 -3.78 4.03 -4.11
C19 -3.38 4.27 -2.92
O1 -3.83 3.36 -1.95
C20 -2.45 5.28 -2.43
C21 -1.98 6.41 -3.18
C22 -1.21 7.35 -2.51
C23 -0.82 7.14 -1.20
C24 -1.22 5.99 -0.48
C25 -0.92 5.80 0.97
N10 -1.07 4.43 1.52
C26 -0.28 3.33 1.75
N11 -1.06 2.27 1.93
C27 -2.33 2.72 1.85
N12 -2.37 4.02 1.68
C28 -2.01 5.08 -1.12
H10 -6.27 -0.65 1.51
H11 -6.12 -2.11 0.52
H12 -2.91 -0.77 -0.56
H13 -2.27 -1.96 3.38
H14 -7.28 -1.85 -1.47
H15 -7.80 -0.64 -3.52
H16 -6.89 1.53 -3.99
H17 -4.45 1.34 -0.47
H18 -2.06 6.48 -4.24
H19 -0.88 8.20 -3.05
H20 -0.23 7.88 -0.68
H21 -1.63 6.45 1.57
H22 0.11 6.14 1.28
H23 0.80 3.42 1.92
H24 -3.23 2.12 1.86
H25 -2.15 4.11 -0.63
C29 1.75 -2.83 1.29
Ge1 1.31 -3.21 -0.52
C30 3.24 -3.35 -1.16
C31 4.43 -2.68 -0.96
C32 5.64 -3.28 -1.38
C33 5.64 -4.49 -2.03
C34 4.43 -5.11 -2.32
C35 3.23 -4.46 -2.04
C36 2.77 -3.10 2.20
C37 3.73 -2.13 2.63
C38 4.45 -2.35 3.82
C39 4.22 -3.44 4.61
C40 3.66 -4.55 3.97
C41 2.80 -4.34 2.94
C42 0.35 -4.96 -0.44
C43 1.06 -6.22 -0.29
C44 0.41 -7.24 0.36
C45 -0.91 -7.08 0.84
C46 -1.67 -5.95 0.52
C47 -1.05 -4.90 -0.23
H26 4.45 -1.74 -0.42
H27 6.57 -2.66 -1.18
H28 6.64 -4.75 -2.49
H29 4.47 -6.13 -2.65
H30 2.29 -4.83 -2.44
H31 3.99 -1.26 2.09
H32 5.05 -1.45 4.17
H33 4.62 -3.54 5.65
H34 3.98 -5.58 4.27
H35 2.06 -5.01 2.59
H36 2.05 -6.33 -0.75
H37 0.85 -8.25 0.55
H38 -1.37 -7.86 1.50
H39 -2.70 -5.84 0.81
H40 -1.64 -4.13 -0.68

## Properties
electronic energy	-5047.65069	hartree
energy relative to the best compared isomer or geometry (same formula, charge and spin)	226.2	kJ/mol
lowest unoccupied orbital energy (alpha / beta)	3.52 / 3.02	eV
maximum force	4.0	eV Å⁻¹
spin multiplicity	1
orbital gap (alpha / beta)	3.82 / 2.02	eV
charge	-2

Results of the Löwdin charge analysis, in e, for atoms 1 through 99: 1.48 -0.06 -0.28 -0.10 -0.13 -0.93 0.04 0.40 -0.25 -0.03 -0.05 -0.06 -0.17 -0.01 0.08 0.07 0.08 0.12 0.06 0.09 0.08 0.09 0.04 -0.11 -0.11 -0.13 -0.11 -0.18 0.09 -0.23 -0.09 -0.10 -0.07 -0.18 0.01 -0.28 0.06 0.07 -0.33 0.07 -0.14 -0.04 -0.12 -0.08 -0.24 -0.10 -0.09 -0.13 -0.11 -0.22 0.09 -0.01 0.15 0.12 0.14 0.10 0.09 0.09 0.10 0.10 0.09 0.08 0.09 0.14 0.13 0.11 0.11 0.11 -0.36 0.79 -0.32 -0.12 -0.13 -0.16 -0.13 -0.19 -0.42 -0.12 -0.16 -0.19 -0.16 -0.09 -0.34 -0.11 -0.14 -0.14 -0.11 -0.15 0.08 0.10 0.09 0.08 0.07 0.07 0.10 0.08 0.10 0.08 0.08

# 5
DFT (wB97M-V/def2-TZVPD) results for an isolated ion of composition C3H9N2O2 and charge +1.

Cartesian coordinates (Å):
C1 -3.14 0.32 0.24
O1 -1.69 0.56 0.34
N1 -0.95 -0.48 -0.09
N2 0.24 -0.33 -0.25
C2 1.03 -1.43 -0.62
O2 1.00 1.14 0.04
C3 2.32 1.12 0.38
H1 -3.70 1.27 0.37
H2 -3.45 -0.41 0.93
H3 -3.48 -0.10 -0.76
H4 0.52 -2.16 -1.25
H5 1.44 -2.15 0.20
H6 1.92 -0.96 -1.19
H7 2.37 0.93 1.54
H8 2.54 2.20 0.37
H9 3.03 0.49 -0.24

## Properties
electronic energy	-379.20652	hartree
energy relative to the best compared isomer or geometry (same formula, charge and spin)	783.2	kJ/mol
lowest unoccupied orbital energy	-5.34	eV
maximum force	4.9	eV Å⁻¹
spin multiplicity	1
orbital gap	10.03	eV
charge	+1

Want to see where the charge sits? The Löwdin charges in e are: 0.01 -0.04 0.14 -0.03 -0.01 -0.03 -0.13 0.12 0.07 0.12 0.11 0.15 0.12 0.14 0.13 0.11

- The highest electronic energy belongs to which entry?
  C3H9N2O2

- Which value of electronic energy does entry 2 give?
  -9971.47698 hartree

- Number 3 is which compound?
  C5H6O3

- Which of these has the lowest maximum force?
  C26H46Br3FN2O3S2